{
  "formula": "C28H31GdN2O3",
  "method": "the ωB97M-V functional and the def2-TZVPD basis",
  "charge": 0,
  "homo_energy_ev": [-7.78, -7.58],
  "orbital_gap_ha": [0.2866, 0.1778],
  "spin_multiplicity": 8,
  "s_squared": 16.029,
  "elements": ["Gd", "O", "C", "C", "C", "C", "C", "C", "C", "N", "C", "C", "N", "C", "C", "C", "C", "C", "C", "C", "O", "H", "H", "H", "H", "H", "H", "H", "H", "H", "H", "H", "H", "H", "H", "C", "C", "C", "C", "C", "C", "C", "C", "C", "C", "C", "C", "O", "H", "H", "H", "H", "H", "H", "H", "H", "H", "H", "H", "H", "H", "H", "H", "H", "H"],
  "positions_angstrom": [[-1.063, 0.320, 0.200], [-2.085, 2.165, -0.449], [-1.890, 2.850, -1.545], [-1.861, 4.257, -1.498], [-1.672, 4.997, -2.644], [-1.515, 4.383, -3.888], [-1.556, 3.009, -3.960], [-1.727, 2.219, -2.812], [-1.742, 0.780, -3.019], [-1.702, -0.120, -2.115], [-1.738, -1.536, -2.432], [-2.645, -2.233, -1.422], [-2.286, -1.837, -0.061], [-2.587, -2.633, 0.898], [-2.410, -2.449, 2.325], [-2.693, -3.572, 3.123], [-2.558, -3.537, 4.491], [-2.145, -2.344, 5.089], [-1.872, -1.220, 4.343], [-1.991, -1.237, 2.940], [-1.713, -0.172, 2.245], [-1.989, 4.730, -0.534], [-1.648, 6.078, -2.576], [-1.371, 4.974, -4.782], [-1.443, 2.515, -4.919], [-1.784, 0.476, -4.072], [-0.722, -1.938, -2.364], [-2.109, -1.713, -3.448], [-2.591, -3.319, -1.552], [-3.677, -1.920, -1.609], [-3.039, -3.599, 0.639], [-3.020, -4.484, 2.636], [-2.771, -4.413, 5.087], [-2.036, -2.299, 6.166], [-1.556, -0.299, 4.813], [1.347, 3.117, 0.474], [2.347, 2.558, -0.540], [1.734, 2.416, -1.933], [3.018, 1.289, -0.054], [4.385, 1.309, 0.200], [5.057, 0.185, 0.650], [4.348, -0.985, 0.860], [2.980, -1.065, 0.625], [2.265, -2.369, 0.921], [1.360, -2.241, 2.149], [1.524, -2.960, -0.278], [2.319, 0.083, 0.148], [1.014, 0.017, -0.159], [0.870, 4.027, 0.106], [1.827, 3.333, 1.429], [0.548, 2.399, 0.675], [3.148, 3.300, -0.621], [0.972, 1.637, -1.961], [2.497, 2.154, -2.668], [1.264, 3.353, -2.245], [4.928, 2.233, 0.038], [6.122, 0.222, 0.840], [4.862, -1.870, 1.220], [3.055, -3.083, 1.176], [0.683, -1.392, 2.045], [1.954, -2.057, 3.046], [0.764, -3.141, 2.312], [0.674, -2.346, -0.572], [1.152, -3.958, -0.035], [2.184, -3.046, -1.143]],
  "forces_ev_per_angstrom": [[-0.4, 0.1, 0.3], [0.1, 0.2, -0.1], [0.0, -0.3, 0.1], [0.1, 0.0, -0.2], [0.0, 0.1, 0.1], [0.0, -0.1, -0.1], [0.0, 0.1, 0.1], [0.0, -0.1, -0.1], [0.0, 0.1, -0.1], [0.1, 0.1, 0.2], [-0.1, 0.0, -0.1], [0.0, 0.0, 0.0], [0.1, 0.1, 0.1], [0.0, -0.1, 0.0], [0.0, -0.1, -0.1], [0.0, 0.0, 0.2], [0.0, -0.1, -0.2], [0.0, 0.1, 0.1], [-0.1, -0.1, 0.0], [0.1, 0.0, -0.2], [-0.1, 0.0, 0.2], [0.0, 0.0, 0.0], [0.0, 0.0, 0.0], [0.0, 0.0, 0.0], [0.0, 0.0, 0.0], [-0.1, 0.0, 0.0], [0.0, 0.0, 0.0], [0.0, 0.0, 0.0], [0.0, 0.0, 0.0], [0.0, 0.0, 0.0], [0.0, 0.0, 0.0], [0.0, 0.0, 0.0], [0.0, 0.0, 0.0], [0.0, 0.0, 0.0], [0.0, 0.0, 0.0], [-0.1, -0.1, 0.0], [0.0, 0.0, 0.0], [-0.1, 0.0, -0.1], [0.2, -0.1, 0.0], [-0.1, 0.0, 0.0], [0.0, 0.0, 0.0], [-0.1, -0.1, 0.0], [0.2, 0.0, 0.0], [0.0, 0.0, 0.0], [0.0, 0.1, 0.0], [-0.1, 0.0, -0.1], [-0.4, 0.0, -0.1], [0.4, -0.1, -0.1], [0.0, 0.0, 0.0], [0.0, 0.0, 0.0], [0.0, 0.1, 0.0], [0.0, 0.0, 0.0], [0.0, 0.0, 0.0], [0.0, 0.0, 0.0], [0.0, 0.0, 0.0], [0.0, 0.0, 0.0], [0.0, 0.0, 0.0], [0.0, 0.0, 0.0], [0.0, 0.0, 0.0], [-0.1, 0.0, 0.0], [0.0, 0.0, 0.0], [0.0, 0.0, 0.0], [0.0, 0.0, 0.1], [0.0, 0.0, 0.0], [0.0, 0.0, 0.0]]
}

---

{
  "formula": "C3H8O2",
  "method": "the ωB97M-V functional and the def2-TZVPD basis",
  "smiles": "C=C.C=O.O",
  "charge": 0,
  "homo_energy_ev": -10.21,
  "e_above_lowest_kj_mol": 198.1,
  "orbital_gap_ha": 0.3968,
  "elements": ["C", "C", "H", "H", "H", "H", "C", "O", "H", "H", "O", "H", "H"],
  "positions_angstrom": [[-1.470, -0.700, -0.142], [-0.837, -1.257, -1.171], [-1.561, 0.378, -0.028], [-1.904, -1.308, 0.650], [-0.412, -0.651, -1.968], [-0.724, -2.335, -1.265], [1.705, -0.115, 0.093], [1.849, 0.994, -0.370], [1.135, -0.295, 1.020], [2.153, -1.004, -0.386], [-0.354, 2.114, 1.043], [-0.046, 2.145, 1.955], [0.455, 2.010, 0.512]],
  "forces_ev_per_angstrom": [[0.1, -0.1, -0.1], [-0.1, 0.1, 0.1], [0.0, -0.2, -0.1], [0.1, 0.1, -0.1], [-0.1, -0.1, 0.1], [-0.1, 0.2, 0.0], [0.1, 0.3, -0.1], [-0.1, -0.5, 0.2], [0.0, 0.1, -0.1], [0.0, 0.1, 0.0], [0.1, 0.1, 0.1], [-0.1, 0.1, -0.1], [-0.1, 0.0, 0.1]]
}

---

{
  "formula": "C35H75BN3O7Si",
  "method": "the ωB97M-V functional and the def2-TZVPD basis",
  "charge": 1,
  "homo_energy_ev": [-10.43, -11.05],
  "orbital_gap_ha": [0.2831, 0.3058],
  "spin_multiplicity": 3,
  "s_squared": 2.010,
  "elements": ["C", "O", "C", "C", "C", "C", "C", "C", "C", "C", "C", "C", "C", "O", "C", "C", "O", "B", "O", "O", "N", "Si", "C", "C", "C", "H", "H", "H", "H", "H", "H", "H", "H", "H", "H", "H", "H", "H", "H", "H", "H", "H", "H", "H", "H", "H", "H", "H", "H", "H", "H", "H", "H", "H", "H", "H", "H", "H", "H", "H", "H", "H", "H", "H", "C", "C", "C", "C", "C", "C", "N", "O", "C", "C", "C", "H", "H", "H", "H", "H", "H", "H", "H", "H", "H", "H", "H", "H", "H", "H", "H", "H", "H", "C", "C", "C", "C", "C", "C", "N", "O", "C", "C", "C", "H", "H", "H", "H", "H", "H", "H", "H", "H", "H", "H", "H", "H", "H", "H", "H", "H", "H"],
  "positions_angstrom": [[1.481, -4.951, 7.856], [0.173, -5.359, 8.388], [-0.719, -5.797, 7.287], [-2.242, -5.254, 7.557], [-2.707, -4.020, 6.559], [-2.211, -2.541, 7.075], [-0.662, -2.160, 6.693], [-0.474, -0.722, 5.918], [1.022, -0.137, 6.248], [1.989, 0.084, 4.944], [1.988, -1.208, 3.883], [2.555, -2.585, 4.535], [1.803, -3.971, 4.153], [2.888, -4.961, 4.485], [3.717, -5.132, 3.243], [2.902, -4.373, 1.992], [3.417, -3.095, 1.491], [4.744, -3.241, 0.858], [5.163, -4.530, 0.252], [5.655, -2.046, 0.780], [1.537, -4.393, 2.720], [0.070, -3.853, 1.837], [-1.233, -2.898, 2.877], [0.505, -2.984, 0.130], [-0.846, -5.509, 1.297], [1.488, -3.866, 7.401], [2.232, -4.928, 8.778], [1.928, -5.678, 7.053], [-0.383, -5.407, 6.230], [-0.666, -6.978, 7.237], [-2.988, -6.155, 7.321], [-2.392, -4.997, 8.695], [-3.896, -4.024, 6.582], [-2.394, -4.297, 5.468], [-3.003, -1.744, 6.717], [-2.259, -2.565, 8.267], [0.007, -2.254, 7.673], [-0.271, -2.996, 5.963], [-1.243, 0.030, 6.433], [-0.726, -0.742, 4.777], [1.572, -0.867, 6.983], [0.913, 0.908, 6.816], [3.092, 0.397, 5.254], [1.542, 1.017, 4.351], [0.915, -1.238, 3.435], [2.732, -0.880, 3.018], [3.735, -2.583, 4.348], [2.457, -2.464, 5.721], [0.926, -4.396, 4.802], [3.677, -6.264, 2.866], [4.798, -4.754, 3.493], [2.670, -5.168, 1.131], [5.943, -4.830, 0.826], [6.103, -1.901, 1.677], [1.388, -5.444, 2.837], [-1.246, -3.145, 4.020], [-1.080, -1.728, 2.695], [-2.304, -3.132, 2.409], [1.539, -3.396, -0.296], [-0.316, -3.370, -0.645], [0.459, -1.818, 0.207], [-1.739, -5.304, 0.558], [-0.102, -6.339, 0.941], [-1.349, -5.923, 2.297], [-1.620, 3.391, -1.912], [-1.045, 1.947, -1.953], [-0.353, 1.675, -3.319], [-1.313, 1.389, -4.470], [-2.326, 0.314, -4.085], [-3.087, 0.656, -2.778], [-2.153, 0.981, -1.648], [-1.567, -0.223, -1.218], [-4.052, 1.839, -3.047], [-4.050, -0.525, -2.432], [0.082, 1.957, -0.864], [-2.533, 3.446, -1.307], [-0.922, 4.102, -1.454], [-1.839, 3.784, -2.908], [0.319, 0.813, -3.226], [0.283, 2.526, -3.595], [-1.825, 2.307, -4.778], [-0.744, 1.052, -5.344], [-3.036, 0.179, -4.912], [-1.802, -0.642, -3.981], [-4.573, 2.140, -2.130], [-4.818, 1.559, -3.780], [-3.565, 2.722, -3.461], [-3.528, -1.482, -2.320], [-4.790, -0.672, -3.228], [-4.601, -0.324, -1.506], [-0.333, 2.119, 0.135], [0.805, 2.760, -1.059], [0.663, 1.027, -0.852], [0.501, 6.052, -9.034], [-0.511, 5.623, -7.933], [-1.292, 6.857, -7.401], [-0.509, 7.731, -6.425], [0.113, 6.890, -5.315], [0.981, 5.728, -5.864], [0.234, 4.886, -6.858], [-0.696, 4.108, -6.147], [2.268, 6.313, -6.500], [1.520, 4.889, -4.662], [-1.542, 4.723, -8.697], [1.400, 5.424, -9.024], [0.084, 5.950, -10.043], [0.806, 7.096, -8.939], [-2.204, 6.524, -6.890], [-1.627, 7.482, -8.241], [0.262, 8.299, -6.955], [-1.181, 8.474, -5.982], [0.717, 7.540, -4.668], [-0.688, 6.497, -4.679], [2.885, 5.521, -6.943], [2.882, 6.819, -5.745], [2.080, 7.062, -7.269], [0.721, 4.489, -4.028], [2.150, 5.504, -4.007], [2.133, 4.050, -5.011], [-1.069, 3.815, -9.082], [-1.973, 5.263, -9.551], [-2.392, 4.432, -8.068]],
  "forces_ev_per_angstrom": [[1.3, 0.2, 0.8], [0.7, 0.4, -2.9], [-0.7, -0.4, 0.1], [-0.5, -0.8, -0.6], [-0.7, -0.3, 1.1], [-0.2, -0.3, 0.7], [-0.2, -0.6, -0.7], [-0.2, 0.6, 1.7], [0.6, 0.4, 0.0], [-0.6, 0.4, -0.5], [0.8, 1.6, -0.2], [-0.6, 1.7, 0.7], [2.5, -1.6, 2.3], [-0.2, 0.2, -2.6], [-0.2, -0.3, -0.5], [0.6, -2.0, -0.4], [1.1, -2.7, 0.4], [1.2, 0.6, -0.7], [0.0, 2.3, 3.3], [-1.6, -3.1, 2.2], [1.4, 0.3, 0.8], [-3.7, 0.6, -3.4], [-0.7, 1.3, 0.1], [0.2, -0.4, -0.6], [-0.2, -0.8, 1.5], [-0.3, -2.0, 0.8], [-1.7, -0.1, -2.0], [-1.0, 1.1, 1.5], [-0.4, -0.5, 2.0], [-0.2, 2.4, 0.1], [1.7, 1.9, 0.5], [0.5, -0.4, -2.3], [2.5, 0.1, -0.1], [-0.4, 0.7, 1.9], [1.8, -1.5, 0.6], [-0.1, 0.1, -2.6], [-1.5, 0.5, -2.2], [-0.6, 1.4, 1.4], [1.6, -1.6, -1.3], [0.5, -0.2, 2.2], [-1.1, 1.4, -1.3], [0.4, -2.3, -1.3], [-2.3, -0.9, -0.5], [1.0, -2.1, 1.1], [2.0, -0.4, 0.8], [-1.7, -0.8, 1.6], [-2.8, -0.6, 0.1], [0.0, -0.6, -2.6], [1.4, 1.7, -1.1], [0.5, 2.3, 1.4], [-2.1, -0.7, -0.8], [1.1, 2.0, 1.5], [-1.2, 0.5, -1.6], [-1.1, -0.1, -1.9], [0.2, 1.5, -0.1], [-0.1, 0.6, -2.1], [-0.3, -2.5, 0.6], [2.3, 0.3, 1.0], [-2.2, 1.2, 0.9], [1.6, 1.0, 1.8], [0.3, -2.2, -0.4], [2.1, -0.4, 1.3], [-1.6, 1.4, 0.3], [1.0, 0.6, -2.1], [-0.3, 0.2, 0.0], [0.9, 1.7, 0.4], [-0.2, -0.3, -0.1], [-0.2, 0.1, 0.0], [0.3, 0.1, 0.1], [-1.8, -0.1, -0.8], [2.9, -4.3, -0.2], [-1.8, 3.2, -0.6], [0.1, 0.4, 0.1], [0.6, -0.1, 0.4], [-0.3, -0.8, -0.1], [0.2, -0.1, -0.2], [0.0, -0.3, -0.1], [-0.1, -0.1, 0.0], [-0.1, 0.0, 0.2], [-0.2, -0.1, 0.3], [0.1, -0.1, 0.0], [-0.1, 0.1, 0.1], [-0.1, 0.1, 0.3], [-0.1, 0.0, 0.2], [0.1, -0.1, -0.1], [0.2, -0.2, 0.2], [0.0, -0.1, 0.1], [0.1, 0.3, 0.1], [0.3, 0.3, 0.0], [0.1, 0.0, -0.1], [-0.1, 0.0, -0.1], [-0.4, -0.1, -0.2], [-0.3, 0.1, 0.0], [0.3, 0.1, -0.1], [-0.3, 0.3, -2.0], [0.0, 0.0, 0.4], [0.1, 0.0, 0.0], [-0.2, 0.0, -0.2], [1.6, 0.5, 0.9], [-4.1, -1.1, 3.0], [2.8, 1.7, -2.0], [0.0, 0.1, -0.4], [-0.6, -0.3, -0.2], [0.0, -0.2, 0.8], [-0.2, 0.1, 0.1], [-0.1, 0.0, 0.3], [0.1, -0.1, 0.1], [0.1, -0.2, -0.1], [0.1, -0.4, 0.0], [0.0, -0.1, 0.0], [0.1, -0.1, -0.1], [0.1, -0.3, -0.1], [0.1, -0.2, -0.1], [-0.2, 0.1, 0.1], [-0.3, -0.2, 0.0], [-0.1, -0.2, 0.0], [0.0, 0.1, -0.3], [-0.1, 0.1, -0.4], [-0.1, 0.1, 0.0], [0.0, 0.1, 0.1], [0.4, 0.1, 0.3], [0.3, 0.0, 0.0]]
}

---

{
  "formula": "C3H7N4",
  "method": "the ωB97M-V functional and the def2-TZVPD basis",
  "charge": 1,
  "homo_energy_ev": -12.68,
  "e_above_lowest_kj_mol": 371.3,
  "orbital_gap_ha": 0.2539,
  "elements": ["C", "C", "C", "N", "N", "N", "N", "H", "H", "H", "H", "H", "H", "H"],
  "positions_angstrom": [[0.048, 1.408, 0.289], [-1.227, 0.680, 0.170], [2.046, -0.264, 0.238], [1.295, 0.914, 0.154], [-1.153, -0.585, -0.061], [1.572, -1.404, -0.050], [-2.222, -1.279, -0.169], [0.016, 2.395, 0.597], [-2.139, 1.168, 0.450], [1.988, 1.658, 0.249], [0.544, -1.600, -0.284], [2.125, -2.212, -0.022], [-3.129, -0.880, 0.091], [-1.984, -2.282, -0.273]],
  "forces_ev_per_angstrom": [[-0.7, -4.0, -0.6], [2.7, 1.4, 1.0], [2.0, -0.1, 0.3], [-1.3, 2.1, 0.3], [0.2, 0.0, -0.7], [-4.2, -0.3, -0.9], [0.4, -1.4, 0.2], [-0.1, 2.0, 0.2], [-0.4, 0.4, -0.1], [-0.4, -0.1, 0.0], [1.8, 0.6, 0.2], [1.2, -0.9, 0.4], [0.2, -0.6, -0.2], [-1.3, 0.9, 0.1]]
}